Entry 1:
{"formula": "C4H6O2", "method": "ωB97M-V with the def2-TZVPD basis set", "charge": 0, "smiles": "O[C@@H]1C=COC1", "e_above_lowest_kcal_mol": 31.8, "homo_energy_ev": -9.07, "total_energy_ev": -8339.0833, "lumo_ev": 0.938, "multiplicity": 1, "symbols": ["O", "C", "C", "C", "O", "C", "H", "H", "H", "H", "H", "H"], "xyz": [[-1.81651, 0.55147, -0.06603], [-0.72367, -0.30356, -0.38169], [0.02396, -0.77696, 0.84102], [1.09696, 0.00671, 0.97861], [1.33734, 0.83912, -0.06290], [0.41310, 0.43230, -1.09507], [-1.74337, 0.78146, 0.86887], [-1.12782, -1.11346, -0.99634], [-0.28702, -1.56695, 1.50912], [1.79265, 0.09333, 1.80666], [0.93436, -0.26670, -1.76210], [0.10002, 1.32325, -1.64018]], "forces_ev_per_a": [[-0.083, -0.014, 0.263], [0.257, -0.232, -0.228], [0.039, 0.085, 0.107], [-0.052, -0.168, 0.088], [-0.016, 0.009, 0.059], [-0.102, 0.004, -0.176], [-0.003, 0.044, -0.150], [0.107, 0.128, 0.000], [-0.069, 0.218, 0.048], [-0.035, -0.100, -0.194], [0.009, 0.162, 0.095], [-0.052, -0.134, 0.087]]}


Entry 2:
{"formula": "C4H6O2", "method": "ωB97M-V with the def2-TZVPD basis set", "charge": 0, "smiles": "C[C@@H]1OCC1=O", "e_above_lowest_kcal_mol": 39.6, "homo_energy_ev": -9.86, "total_energy_ev": -8338.7431, "lumo_ev": 0.879, "multiplicity": 1, "symbols": ["C", "C", "O", "C", "C", "O", "H", "H", "H", "H", "H", "H"], "xyz": [[-1.78879, -0.59479, -0.31289], [-0.69609, 0.05323, 0.50207], [-0.29242, 1.38010, -0.00009], [1.05308, 0.99039, -0.21286], [0.73046, -0.42094, 0.11303], [1.31119, -1.45559, -0.00747], [-2.66764, 0.05839, -0.15289], [-1.48656, -0.69635, -1.34430], [-2.01687, -1.55002, 0.17004], [-0.95690, 0.12000, 1.57586], [1.44078, 1.11347, -1.23249], [1.74515, 1.39112, 0.50822]], "forces_ev_per_a": [[-0.509, 0.712, 1.417], [0.538, 0.095, -0.286], [-0.665, -0.212, 0.233], [0.636, -0.104, -0.786], [-0.199, -0.491, 0.575], [-0.298, -0.077, 0.140], [0.189, -0.422, -0.640], [-0.223, -0.071, -0.267], [0.043, -0.063, -0.394], [0.298, -0.181, -0.445], [-0.189, 0.305, 0.135], [0.378, 0.508, 0.318]]}


Entry 3:
{"formula": "C4H6O2", "method": "ωB97M-V with the def2-TZVPD basis set", "charge": 0, "e_above_lowest_kcal_mol": 113.8, "homo_energy_ev": -7.91, "total_energy_ev": -8335.5277, "lumo_ev": 0.935, "multiplicity": 1, "symbols": ["O", "C", "C", "C", "O", "C", "H", "H", "H", "H", "H", "H"], "xyz": [[0.81122, 1.15787, -1.25740], [0.82992, -0.13683, -1.08297], [0.36478, -0.75759, 0.69701], [-0.29891, 0.51022, 1.15218], [-1.13842, 0.55961, -0.11362], [-0.43553, -0.66985, -0.54531], [-0.36959, 1.27442, -0.79805], [1.60161, -0.76588, -1.52663], [0.28429, -1.65264, 1.32643], [-0.94571, 0.49838, 2.03435], [0.32248, 1.41640, 1.14845], [-1.02613, -1.43410, -1.03444]], "forces_ev_per_a": [[-0.907, -0.030, 0.589], [-0.051, -0.256, 0.616], [0.075, 0.060, -0.093], [-0.163, 0.261, -0.100], [-0.132, -0.045, 0.063], [-0.457, -0.128, -0.206], [1.525, -0.129, -0.544], [-0.281, 0.175, 0.207], [0.695, 0.308, -0.373], [0.048, -0.130, -0.247], [-0.111, -0.127, 0.076], [-0.239, 0.042, 0.012]]}


Entry 4:
{"formula": "C4H6O2", "method": "ωB97M-V with the def2-TZVPD basis set", "charge": 0, "smiles": "C1O[C@H]1[C@H]1CO1", "e_above_lowest_kcal_mol": 67.6, "homo_energy_ev": -10.42, "total_energy_ev": -8337.5293, "lumo_ev": 1.001, "multiplicity": 1, "symbols": ["C", "O", "C", "C", "C", "O", "H", "H", "H", "H", "H", "H"], "xyz": [[1.70790, 0.45657, 0.30149], [1.80411, -0.94971, 0.46628], [0.70478, -0.44096, -0.26442], [-0.65513, -0.44562, 0.34812], [-1.71755, 0.27170, -0.35395], [-1.67998, -1.14636, -0.33372], [1.42459, 1.00066, 1.20103], [2.43832, 0.93283, -0.35122], [0.71997, -0.63211, -1.33654], [-0.71556, -0.51607, 1.43697], [-1.51676, 0.72174, -1.32704], [-2.51468, 0.74734, 0.21301]], "forces_ev_per_a": [[-0.072, 0.322, -0.024], [0.033, -0.263, 0.113], [-0.184, 0.288, -0.172], [0.083, 0.067, 0.149], [-0.187, 0.309, -0.126], [-0.122, -0.280, -0.076], [0.207, 0.011, -0.062], [-0.021, -0.159, 0.179], [-0.012, -0.090, 0.095], [0.203, 0.018, -0.203], [0.046, -0.073, 0.161], [0.027, -0.149, -0.033]]}


Entry 5:
{"formula": "C4H6O2", "method": "ωB97M-V with the def2-TZVPD basis set", "charge": 0, "smiles": "O=C1CCCO1", "e_above_lowest_kcal_mol": 11.3, "homo_energy_ev": -10.30, "total_energy_ev": -8339.9732, "lumo_ev": 0.920, "multiplicity": 1, "symbols": ["O", "C", "C", "C", "C", "O", "H", "H", "H", "H", "H", "H"], "xyz": [[-0.88445, -2.07835, -1.09477], [-0.34224, -1.23415, -0.45017], [-0.92480, -0.23228, 0.54757], [0.21539, 0.79241, 0.66920], [0.95926, 0.43814, -0.62423], [0.97654, -0.98518, -0.62058], [-1.84339, 0.20298, 0.14108], [-1.18530, -0.76962, 1.46421], [-0.11870, 1.83178, 0.69857], [0.83033, 0.60373, 1.55866], [1.98584, 0.75009, -0.77605], [0.33152, 0.68045, -1.51349]], "forces_ev_per_a": [[-0.494, -0.215, 0.451], [-0.471, -0.958, -0.229], [-0.043, -0.068, -0.050], [0.021, 0.065, -0.102], [0.183, 0.402, -0.332], [0.077, -0.106, 0.034], [0.154, -0.138, 0.014], [0.075, 0.160, -0.095], [-0.024, -0.148, -0.043], [-0.028, 0.006, -0.337], [-0.016, 0.381, 0.211], [0.566, 0.619, 0.478]]}


Entry 6:
{"formula": "C4H6O2", "method": "ωB97M-V with the def2-TZVPD basis set", "charge": 0, "e_above_lowest_kcal_mol": 86.2, "homo_energy_ev": [-8.44, -8.15], "total_energy_ev": -8336.7221, "lumo_ev": [0.069, -0.613], "multiplicity": 1, "symbols": ["C", "C", "O", "C", "C", "O", "H", "H", "H", "H", "H", "H"], "xyz": [[1.23876, -0.54968, 0.26282], [0.12307, -0.35529, 1.28212], [0.34691, -0.54073, 2.47366], [-1.23067, -0.14709, 0.82306], [-0.83085, 0.91210, -1.19793], [-1.56455, 0.19642, -0.42136], [0.86359, -0.89882, -0.70798], [1.81364, 0.36623, 0.09683], [1.91028, -1.29846, 0.68827], [-2.07007, -0.45699, 1.42926], [-1.16597, 0.97730, -2.22306], [-0.00881, 1.46713, -0.76623]], "forces_ev_per_a": [[0.077, -0.031, 0.002], [-0.009, -0.137, -0.155], [-0.143, 0.098, -0.130], [0.208, -0.132, 0.277], [0.749, 0.746, -0.766], [-0.908, -0.718, 0.782], [0.073, 0.086, 0.170], [-0.070, -0.110, 0.059], [-0.073, 0.099, -0.056], [0.059, 0.056, -0.083], [0.070, 0.072, 0.149], [-0.032, -0.031, -0.248]]}


no.,molar mass (u)
1,86.09
2,86.09
3,86.09
4,86.09
5,86.09
6,86.09